{
  "formula": "H16O8Xe",
  "method": "the ωB97M-V functional and the def2-TZVPD basis",
  "elements": ["Xe", "O", "O", "O", "O", "O", "O", "O", "O", "H", "H", "H", "H", "H", "H", "H", "H", "H", "H", "H", "H", "H", "H", "H", "H"],
  "xyz": [[-0.931, 0.439, 1.073], [0.535, -2.526, -1.119], [2.831, 0.997, 1.970], [0.394, 0.005, -2.166], [-2.165, 2.217, -3.060], [1.740, 2.141, -0.449], [-2.308, -0.857, -2.518], [2.182, -1.705, 2.673], [-2.892, 0.184, 4.768], [1.150, 2.894, -0.420], [2.463, 0.116, 2.043], [3.604, 0.981, 2.534], [2.727, -2.203, 3.282], [-2.827, -0.676, 4.355], [-2.496, -1.000, -3.446], [0.828, 0.168, -3.003], [-2.126, 1.502, -2.425], [1.998, 2.002, 0.462], [0.010, -3.141, -1.632], [-2.572, 1.828, -3.834], [0.777, 0.646, -1.568], [-1.395, -0.571, -2.499], [-3.606, 0.621, 4.304], [1.605, -2.359, 2.277], [0.476, -1.701, -1.600]],
  "energy_ha": -940.87482,
  "homo_lumo_gap_ha": 0.41196,
  "fmax_ev_per_a": 1.03,
  "relative_energy_ev": 0.098
}

=====

{
  "formula": "CH2Cl2FPS",
  "method": "the ωB97M-V functional and the def2-TZVPD basis",
  "elements": ["Cl", "Cl", "S", "P", "F", "C", "H", "H"],
  "xyz": [[2.221, 2.270, 0.979], [1.908, 1.018, -1.873], [3.446, -2.319, 0.213], [2.191, 0.499, 0.040], [0.297, -0.388, 1.684], [0.410, -0.001, 0.384], [-0.269, 0.846, 0.222], [0.134, -0.855, -0.247]],
  "energy_ha": -1799.02442,
  "homo_lumo_gap_ha": [0.26019, 0.26013],
  "fmax_ev_per_a": 1.54,
  "relative_energy_ev": 3.193
}

=====

{
  "formula": "C27H52IN2O7PS",
  "method": "the ωB97M-V functional and the def2-TZVPD basis",
  "elements": ["I", "S", "P", "O", "O", "O", "O", "O", "O", "O", "N", "N", "C", "C", "C", "C", "C", "C", "C", "C", "C", "C", "C", "C", "C", "C", "C", "C", "C", "C", "C", "C", "C", "C", "C", "C", "C", "C", "C", "H", "H", "H", "H", "H", "H", "H", "H", "H", "H", "H", "H", "H", "H", "H", "H", "H", "H", "H", "H", "H", "H", "H", "H", "H", "H", "H", "H", "H", "H", "H", "H", "H", "H", "H", "H", "H", "H", "H", "H", "H", "H", "H", "H", "H", "H", "H", "H", "H", "H", "H", "H"],
  "xyz": [[-2.790, -1.743, -0.880], [-1.965, 2.710, -0.903], [2.452, 3.166, -3.360], [3.216, 2.749, -1.974], [1.315, -3.487, 4.713], [-5.808, 2.272, 3.516], [6.659, -0.723, -7.234], [0.260, 1.474, -5.171], [3.826, 0.080, -2.901], [-1.304, -0.669, 2.958], [0.975, 3.607, -2.666], [2.229, 1.457, -3.932], [1.493, -0.114, -2.333], [5.733, 0.810, -5.531], [0.609, -4.693, 2.685], [2.688, 0.442, -3.009], [-3.089, 1.166, -2.969], [1.271, -3.469, 3.297], [-2.398, -1.557, 3.112], [0.852, 1.119, -4.187], [-2.089, 0.197, -3.586], [-6.138, 3.603, 1.476], [0.151, -1.327, -0.833], [-6.547, 2.404, 2.315], [-3.731, -0.863, 3.324], [-0.975, -0.968, -1.580], [2.013, -4.568, 5.304], [-0.737, -0.530, 5.343], [-0.909, -0.172, -2.724], [-2.488, 2.532, -2.629], [3.479, -4.650, 4.914], [0.374, 0.256, -3.059], [-7.330, 3.602, 4.927], [1.412, -0.914, -1.218], [5.767, -0.579, -6.139], [-5.916, 3.343, 4.435], [8.633, -1.344, -5.896], [-1.045, 0.201, 4.049], [8.020, -0.452, -6.963], [-3.866, 1.323, -3.725], [-3.942, -0.179, 2.500], [-1.581, -1.129, 5.687], [-1.168, 1.644, -0.745], [0.694, -2.578, 3.039], [-4.534, -1.599, 3.383], [-5.485, 4.258, 4.012], [-1.872, 0.908, 4.185], [-0.490, 0.178, 6.134], [-0.179, 0.789, 3.743], [8.158, 0.603, -6.701], [0.110, -1.202, 5.194], [-5.073, 3.534, 1.245], [-6.701, 3.618, 0.542], [0.547, 2.982, -1.986], [-1.709, 0.594, -4.524], [8.537, -2.395, -6.175], [-5.283, 3.058, 5.275], [-7.324, 4.402, 5.668], [-6.316, 4.551, 1.985], [-3.262, 3.294, -2.723], [3.021, 3.433, -1.321], [0.037, -1.956, 0.038], [1.930, -4.404, 6.378], [-6.347, 1.489, 1.756], [-2.206, -2.272, 3.922], [-0.408, -4.804, 3.065], [2.310, -1.195, -0.687], [-3.749, -0.280, 4.245], [8.154, -1.210, -4.925], [5.986, -1.326, -5.367], [-2.408, -2.132, 2.186], [1.507, -5.517, 5.089], [-7.743, 2.704, 5.389], [1.152, -5.612, 2.909], [0.565, -4.591, 1.600], [0.293, 3.929, -3.341], [4.992, 0.843, -4.735], [9.692, -1.110, -5.779], [-7.998, 3.902, 4.119], [3.959, -5.472, 5.445], [3.994, -3.722, 5.169], [-1.693, 2.789, -3.329], [-7.623, 2.417, 2.523], [2.277, -3.328, 2.884], [4.785, -0.826, -6.544], [-3.599, 0.748, -2.105], [6.695, 1.096, -5.103], [-2.619, -0.729, -3.832], [8.534, -0.611, -7.911], [3.611, -4.824, 3.846], [5.471, 1.552, -6.288]],
  "energy_ha": -2733.40512,
  "homo_lumo_gap_ha": 0.32213,
  "fmax_ev_per_a": 0.97
}

=====

{
  "formula": "C4H11N4O4PS",
  "method": "the ωB97M-V functional and the def2-TZVPD basis",
  "elements": ["S", "P", "O", "O", "O", "O", "N", "N", "N", "N", "C", "C", "C", "C", "H", "H", "H", "H", "H", "H", "H", "H", "H", "H", "H"],
  "xyz": [[0.901, 4.128, -1.230], [-1.769, 1.398, 0.227], [1.405, 1.185, -1.526], [-0.833, 1.038, -1.131], [-1.206, 1.378, 1.572], [-0.046, 3.950, 2.526], [-2.891, 0.147, 0.077], [0.249, 3.613, 0.212], [-2.250, 2.878, -0.156], [0.599, 0.560, -0.931], [0.722, -0.555, -0.251], [0.216, 3.843, 1.405], [2.045, -1.126, -0.077], [1.980, -2.475, 0.543], [-3.392, 0.279, 0.934], [-0.053, -0.806, 0.498], [2.818, -1.212, -0.970], [2.447, -0.542, 0.641], [2.898, -2.510, 1.050], [1.042, 2.951, -1.688], [-2.833, 3.447, 0.429], [-2.471, 3.036, -1.110], [1.102, -2.549, 1.113], [2.079, -3.323, -0.041], [-3.367, -0.437, -0.578]],
  "energy_ha": -1418.43928,
  "homo_lumo_gap_ha": 0.32831,
  "fmax_ev_per_a": 4.42,
  "relative_energy_ev": 1.244
}